#1
This record from the Open Molecules 2025 dataset describes a 4-piece molecular cluster, C3H14O4 overall. The level of theory is ωB97M-V/def2-TZVPD.

The calculation puts the LUMO energy at 0.02267 hartree. Its HOMO energy is -9.532 eV.

Each line ends with the Löwdin charge.
Element x y z (Å)
C (-1.499, -0.666, 3.328)  -0.17
O (-0.331, 0.012, 2.903)  -0.14
H (-1.372, -1.028, 4.354)  0.07
H (-2.359, 0.009, 3.315)  0.07
H (-1.714, -1.530, 2.696)  0.08
H (-0.038, -0.374, 2.068)  0.02
C (1.756, -1.943, -2.627)  -0.15
O (0.546, -1.186, -2.699)  -0.13
H (2.454, -1.363, -2.028)  0.08
H (1.612, -2.911, -2.140)  0.08
H (2.192, -2.105, -3.615)  0.08
H (-0.194, -1.738, -2.965)  0.09
C (-0.055, 2.808, -0.098)  -0.13
O (-0.860, 1.865, -0.807)  -0.14
H (-0.592, 3.743, 0.074)  0.08
H (0.165, 2.375, 0.875)  0.08
H (0.885, 3.000, -0.620)  0.08
H (-1.167, 2.267, -1.624)  0.09
O (0.316, -0.502, 0.234)  -0.05
H (-0.268, 0.222, -0.034)  0.01
H (0.524, -0.955, -0.591)  0.01

=====

#2
This record from the Open Molecules 2025 dataset describes a 4-piece molecular cluster, C3H14O4 overall. The level of theory is ωB97M-V/def2-TZVPD.

The calculation puts the LUMO energy at 0.02348 hartree. Its HOMO energy is -10.288 eV.

Each line ends with the Löwdin charge.
Element x y z (Å)
C (-1.736, 0.010, 1.017)  -0.13
O (-1.321, -0.054, -0.370)  -0.18
H (-2.743, -0.447, 1.150)  0.09
H (-1.050, -0.534, 1.661)  0.08
H (-1.705, 1.052, 1.242)  0.04
H (-1.540, -0.988, -0.627)  0.05
C (1.720, -1.304, -0.413)  -0.17
O (1.395, -1.276, -1.772)  -0.10
H (2.162, -2.307, -0.203)  0.10
H (2.445, -0.597, -0.046)  0.08
H (0.761, -1.194, 0.128)  0.06
H (0.644, -0.727, -1.813)  0.04
C (0.316, 2.513, 0.587)  -0.15
O (1.319, 3.463, 0.914)  -0.11
H (-0.416, 2.475, 1.361)  0.06
H (-0.145, 2.767, -0.318)  0.07
H (0.796, 1.552, 0.431)  0.07
H (1.186, 4.256, 0.373)  0.08
O (-0.827, -2.778, -0.775)  -0.05
H (0.075, -2.608, -1.139)  0.04
H (-1.337, -3.275, -1.385)  0.04

=====

Energy ordering: #1 at the bottom, the next structure 47.3 kJ/mol above.

=====

#1
This record from the Open Molecules 2025 dataset describes C4H3ClN2S in the gas phase. The level of theory is ωB97M-V/def2-TZVPD.

The calculation puts the LUMO energy at -0.02523 hartree. Its HOMO energy is -8.424 eV.

Each line ends with the Löwdin charge.
Element x y z (Å)
S (3.051, -0.072, -0.101)  0.62
C (1.399, 0.071, -0.019)  -0.85
N (0.799, -1.178, 0.196)  0.03
C (-0.483, -1.314, 0.037)  -0.06
C (-1.226, -0.011, 0.118)  -0.55
Cl (-3.069, -0.042, -0.116)  0.55
C (-0.666, 1.122, 0.237)  -0.17
N (0.691, 1.285, 0.013)  0.08
H (-0.953, -2.223, -0.065)  0.09
H (-1.432, 2.032, 0.070)  0.17
H (1.165, 2.111, -0.128)  0.11

=====

#2
This record from the Open Molecules 2025 dataset describes C4H3ClN2S in the gas phase. The level of theory is ωB97M-V/def2-TZVPD.

The calculation puts the LUMO energy at -0.01341 hartree. Its HOMO energy is -9.345 eV.

Each line ends with the Löwdin charge.
Element x y z (Å)
S (2.369, -1.015, -0.213)  0.83
C (0.825, -0.264, -0.028)  -0.58
C (0.544, 1.073, -0.307)  -0.16
N (-0.622, 1.681, -0.039)  0.02
N (-1.667, 1.010, -0.002)  -0.05
C (-1.609, -0.296, 0.219)  -0.64
Cl (-3.215, -0.991, -0.276)  0.60
C (-0.427, -1.001, 0.423)  -0.03
H (3.095, 0.027, 0.192)  -0.12
H (1.306, 1.759, -0.332)  0.08
H (-0.598, -1.983, 0.364)  0.05

=====

Energy ordering: #1 at the bottom, the next structure 71.4 kJ/mol above.

=====

#1
This record from the Open Molecules 2025 dataset describes C18H18N4O3S in the gas phase. The level of theory is ωB97M-V/def2-TZVPD.

The calculation puts the LUMO energy at 0.02305 hartree. Its HOMO energy is -8.412 eV.

Each line ends with the Löwdin charge.
Element x y z (Å)
C (-1.125, -1.575, 1.613)  -0.35
S (-2.623, -0.581, 1.898)  0.93
C (-3.556, -0.921, 0.411)  -0.43
C (-3.729, -2.263, 0.081)  -0.11
C (-4.437, -2.654, -1.034)  -0.09
C (-5.014, -1.687, -1.843)  -0.08
C (-4.862, -0.357, -1.523)  -0.01
C (-4.133, 0.058, -0.402)  -0.28
O (-4.119, 1.420, -0.273)  -0.03
C (-3.279, 2.094, 0.624)  -0.14
C (-1.828, 1.848, 0.368)  -0.28
C (-1.176, 1.110, -0.579)  0.05
C (0.191, 1.243, -0.223)  -0.18
C (1.276, 0.461, -0.869)  -0.41
O (1.013, -0.665, -1.272)  0.06
N (2.499, 1.006, -0.997)  -0.08
C (2.917, 2.298, -0.514)  -0.02
C (3.533, 0.225, -1.650)  -0.09
C (4.482, -0.384, -0.654)  -0.26
C (4.025, -1.171, 0.400)  0.02
C (4.991, -1.672, 1.258)  -0.12
N (6.282, -1.423, 1.090)  0.08
C (6.607, -0.668, 0.058)  -0.21
N (5.776, -0.132, -0.817)  0.13
N (0.313, 2.010, 0.834)  0.11
O (-0.931, 2.390, 1.203)  0.03
H (-0.792, -1.447, 0.587)  0.03
H (-0.381, -1.184, 2.301)  0.04
H (-1.312, -2.622, 1.833)  0.03
H (-3.299, -3.012, 0.727)  0.10
H (-4.546, -3.702, -1.264)  0.10
H (-5.578, -1.969, -2.718)  0.10
H (-5.298, 0.418, -2.134)  0.12
H (-3.506, 1.845, 1.669)  0.11
H (-3.505, 3.156, 0.466)  0.15
H (-1.577, 0.546, -1.393)  0.13
H (2.137, 2.743, 0.096)  0.07
H (3.816, 2.185, 0.095)  0.10
H (3.153, 2.952, -1.358)  0.10
H (4.096, 0.861, -2.338)  0.13
H (3.034, -0.576, -2.206)  0.13
H (2.976, -1.381, 0.527)  0.11
H (4.735, -2.294, 2.106)  0.11
H (7.660, -0.462, -0.085)  0.11

=====

#2
This record from the Open Molecules 2025 dataset describes C18H18N4O3S in the gas phase. The level of theory is ωB97M-V/def2-TZVPD.

The calculation puts the LUMO energy at 0.02059 hartree. Its HOMO energy is -8.425 eV.

Each line ends with the Löwdin charge.
Element x y z (Å)
C (-4.734, 1.124, -2.010)  -0.37
S (-5.833, -0.045, -1.150)  0.89
C (-4.646, -1.075, -0.318)  -0.47
C (-4.662, -2.438, -0.561)  -0.10
C (-3.767, -3.277, 0.080)  -0.09
C (-2.847, -2.742, 0.961)  -0.07
C (-2.828, -1.381, 1.221)  -0.02
C (-3.736, -0.535, 0.599)  -0.28
O (-3.825, 0.814, 0.819)  -0.08
C (-2.960, 1.414, 1.742)  -0.11
C (-1.546, 1.457, 1.258)  -0.23
C (-0.994, 1.257, 0.025)  0.08
C (0.392, 1.460, 0.246)  -0.18
C (1.479, 1.359, -0.761)  -0.45
O (1.277, 1.008, -1.906)  0.08
N (2.685, 1.710, -0.270)  0.08
C (3.894, 1.629, -1.055)  -0.11
C (4.754, 0.466, -0.638)  -0.25
C (4.269, -0.839, -0.602)  -0.06
N (5.027, -1.852, -0.220)  0.12
C (6.284, -1.596, 0.129)  -0.32
C (7.134, -2.747, 0.554)  -0.04
C (6.766, -0.286, 0.088)  -0.08
N (6.008, 0.729, -0.284)  0.12
N (0.617, 1.752, 1.505)  0.11
O (-0.574, 1.751, 2.139)  0.03
H (-4.257, 1.780, -1.290)  0.02
H (-5.370, 1.696, -2.678)  0.03
H (-3.999, 0.565, -2.581)  0.04
H (-5.386, -2.828, -1.259)  0.10
H (-3.785, -4.337, -0.117)  0.10
H (-2.133, -3.382, 1.458)  0.11
H (-2.102, -0.994, 1.919)  0.11
H (-3.337, 2.438, 1.860)  0.15
H (-3.003, 0.922, 2.724)  0.15
H (-1.469, 1.004, -0.897)  0.13
H (2.750, 1.936, 0.711)  0.14
H (4.474, 2.550, -0.953)  0.12
H (3.580, 1.504, -2.097)  0.13
H (3.254, -1.076, -0.889)  0.12
H (6.547, -3.660, 0.527)  0.08
H (7.509, -2.587, 1.563)  0.08
H (7.989, -2.848, -0.111)  0.08
H (7.783, -0.046, 0.365)  0.12

=====

Energy ordering: #2 at the bottom, the next structure 52.5 kJ/mol above.